Computed, not measured: 15 unconnected molecules or ions with the total composition C48H135N9O21 in a non-equilibrium geometry, with ωB97M-V with the def2-TZVPD basis set.

The geometry in XYZ format:
```
213
Properties=species:S:1:pos:R:3:forces:R:3
C 1.41693 -6.72461 -2.68257 0.527 0.031 -0.140
C 0.89753 -5.45439 -3.37638 -0.298 0.395 0.917
C 0.31261 -4.40554 -2.37475 -1.624 -1.186 -0.612
O -0.59095 -5.06955 -1.43848 1.034 1.002 0.217
C -0.79066 -4.27573 -0.24009 -0.167 -0.330 -2.502
N 1.89367 -4.79352 -4.20909 0.312 0.375 0.326
H 1.69755 -6.55725 -1.64743 -0.144 0.174 0.226
H 2.32240 -7.08659 -3.16112 0.199 0.172 -0.330
H 0.74748 -7.58335 -2.71611 -0.376 0.322 0.064
H 0.11293 -5.71812 -4.04649 -0.865 -0.415 -0.420
H -0.30686 -3.68805 -3.01115 0.830 -0.358 0.910
H 1.12380 -3.91382 -1.84361 0.115 0.077 0.011
H 0.14378 -4.05104 0.26691 0.006 -0.154 0.303
H -1.53852 -4.79918 0.29945 -0.184 -0.697 0.985
H -1.29415 -3.37024 -0.55949 0.120 0.789 0.089
H 2.64553 -4.53483 -3.54479 -0.360 0.411 -0.845
H 1.43815 -3.96999 -4.65929 0.900 -0.680 0.643
C 4.67003 1.87287 2.16667 1.014 -0.101 -1.744
C 4.63153 3.24107 2.79361 -0.879 0.927 -0.995
C 5.91549 3.79486 3.36975 0.379 -2.014 0.157
O 6.39204 2.77366 4.28375 -0.149 1.345 0.155
C 7.40282 3.30252 5.12622 0.462 0.548 -0.539
N 4.08795 4.21222 1.78053 0.320 -1.059 0.565
H 3.72615 1.65037 1.64585 0.159 0.249 0.033
H 4.80214 1.08322 2.87816 0.359 -0.268 0.527
H 5.49483 1.81305 1.38309 -0.875 -0.020 0.879
H 3.89497 3.16099 3.57961 -0.137 0.271 0.627
H 5.65908 4.73644 3.84459 0.258 0.230 0.484
H 6.71151 3.96870 2.61098 -0.494 -0.022 0.181
H 7.03797 4.04250 5.86888 -0.131 -0.315 -0.413
H 8.14170 3.82896 4.46360 -0.188 -0.450 0.761
H 7.87024 2.48331 5.67659 -0.001 0.065 -0.231
H 4.68246 4.07177 0.94399 -0.716 0.844 0.457
H 4.10300 5.15585 2.18136 0.255 -0.335 -0.675
C 2.72659 3.41818 -1.53921 -0.570 0.746 0.793
C 3.90891 2.74801 -2.24849 0.276 0.469 0.464
C 5.15628 3.63895 -2.21102 -2.085 0.711 1.582
O 5.52908 3.79716 -0.81282 -0.506 -0.868 -1.347
C 6.53240 4.71993 -0.67944 1.611 1.671 0.523
N 4.20223 1.40816 -1.71467 1.082 1.142 -1.521
H 1.86745 2.76351 -1.56141 -0.348 -0.448 -0.248
H 2.36196 4.36962 -2.01505 0.668 -0.697 0.365
H 2.86765 3.58541 -0.43041 0.335 0.018 -1.221
H 3.70200 2.70699 -3.30856 -0.413 -0.326 -0.507
H 4.83701 4.62208 -2.63845 0.500 -0.494 0.341
H 5.95643 3.23175 -2.76941 1.063 -0.487 -0.556
H 6.85921 4.79604 0.37492 -0.342 -0.197 -0.367
H 6.20192 5.73485 -0.97835 0.047 -0.295 0.025
H 7.45292 4.50161 -1.25516 -0.404 -0.190 -0.004
H 3.38167 0.96797 -1.38168 -0.841 -0.534 0.756
H 4.91735 1.54722 -1.02849 -0.008 -0.416 0.777
C -7.55413 -0.63906 -2.09679 -1.950 0.528 -0.481
C -6.50768 -0.89707 -1.06661 -0.750 0.322 -0.549
C -6.03137 -2.31906 -1.05161 -0.722 -0.331 0.586
O -7.05641 -3.13677 -0.49704 0.953 -2.571 -0.150
C -6.50452 -4.51325 -0.29064 -1.429 1.195 1.498
N -5.44453 0.00549 -1.41253 1.181 0.608 0.345
H -7.77612 0.46062 -2.09237 0.409 -0.821 -0.408
H -8.53032 -1.08352 -1.85782 0.344 -0.230 0.036
H -7.27083 -1.01717 -3.09486 0.038 0.398 0.265
H -6.94758 -0.61981 -0.11994 0.286 -0.024 0.557
H -5.16189 -2.42074 -0.39080 0.354 0.108 -0.295
H -5.82345 -2.58575 -2.09217 0.390 -0.338 0.008
H -6.17196 -5.05638 -1.14580 -0.406 -0.070 -1.244
H -7.16427 -5.14377 0.36046 -0.056 0.841 -1.021
H -5.62444 -4.45137 0.30442 1.027 0.534 0.678
H -4.60718 -0.36165 -1.00528 0.699 0.210 0.608
H -5.22684 -0.02648 -2.39702 -0.417 -0.259 -0.475
C -7.15373 2.10095 1.48274 -0.541 0.411 -0.986
C -7.41963 0.85073 2.36310 0.833 1.032 -2.037
C -6.12424 0.50558 3.06475 0.808 -0.197 0.020
O -5.13262 0.03084 2.10459 -1.581 1.093 0.988
C -4.17872 -0.71786 2.78158 -0.239 -1.077 -0.407
N -8.41763 1.18150 3.32654 -0.369 -0.943 0.952
H -6.43033 2.07127 0.63269 -0.457 -0.439 0.733
H -6.94400 2.99107 2.06414 0.647 -0.036 0.623
H -8.12772 2.40121 1.08198 -0.049 -0.275 -0.529
H -7.81834 0.05391 1.64860 0.799 0.537 1.268
H -6.31176 -0.19587 3.88718 0.084 -0.611 -0.406
H -5.66269 1.37186 3.61679 -0.628 -0.208 -0.694
H -4.63215 -1.70454 2.96921 0.495 0.000 0.139
H -3.82995 -0.30650 3.71107 0.002 0.517 0.622
H -3.32553 -0.77617 2.13288 0.481 -0.351 -0.370
H -8.02897 1.67956 4.11095 -0.058 0.306 0.059
H -9.16306 1.70250 2.91082 -0.331 0.340 -0.019
C -4.49169 0.56329 -6.55351 -1.150 -1.653 0.949
C -4.67092 0.83466 -5.05193 -0.106 1.500 0.086
C -3.51590 0.23963 -4.23586 -1.622 -0.803 -0.040
O -3.75559 -1.19010 -4.20483 0.324 0.803 -0.252
C -2.69744 -1.90358 -3.59888 -1.640 -1.662 -0.934
N -4.69661 2.33387 -4.85281 -0.015 -1.296 1.115
H -4.55065 -0.53005 -6.61462 0.071 0.012 -0.338
H -3.50865 0.82408 -6.88144 0.486 0.614 -0.333
H -5.30650 0.93031 -7.20064 0.492 0.263 0.392
H -5.61809 0.39769 -4.65493 0.508 -0.026 -0.452
H -3.56640 0.58529 -3.19359 0.306 0.313 -0.244
H -2.58504 0.52673 -4.70024 0.608 -0.135 -0.047
H -2.39359 -1.40852 -2.72974 1.042 0.747 1.204
H -1.93048 -2.15416 -4.31120 0.809 0.430 -0.240
H -3.08837 -2.89544 -3.30182 -0.076 0.432 0.015
H -4.95889 2.50652 -3.86298 0.351 0.053 -0.597
H -5.51542 2.62000 -5.35828 -0.286 0.481 -0.403
C -2.16652 0.24137 -0.57987 -0.128 1.559 -1.081
C -0.74810 0.20902 -0.09289 0.516 0.655 -1.809
C 0.23178 -0.09919 -1.25596 -0.240 0.192 -0.319
O 1.58181 -0.16642 -0.81671 -0.441 -0.058 -0.128
C 1.84205 -1.44483 -0.24053 1.708 0.505 -1.353
N -0.41312 1.56644 0.25638 1.163 1.111 0.607
H -2.79322 0.82808 0.08270 -0.195 -0.323 0.625
H -2.64385 -0.69387 -0.82173 0.080 -0.459 0.027
H -2.14143 0.92229 -1.46245 -0.195 -0.711 0.095
H -0.67403 -0.43946 0.73798 0.407 -1.098 0.749
H 0.16662 0.68048 -2.04111 0.027 0.184 0.785
H -0.01582 -0.98110 -1.84908 -0.126 -0.636 0.392
H 2.96417 -1.50627 -0.17704 -1.071 -0.198 0.098
H 1.47796 -2.20801 -0.95205 0.208 0.078 0.686
H 1.40769 -1.49196 0.73375 -0.382 -0.444 0.733
H -0.86103 1.86208 1.10065 -0.886 0.041 0.544
H 0.55886 1.65634 0.57789 -0.202 -0.233 -0.643
C 2.33068 -0.79200 -4.07921 -0.023 -0.534 -0.798
C 3.69875 -1.40563 -4.42644 0.625 2.051 -0.577
C 4.58180 -0.51564 -5.35874 -0.141 -0.238 -0.735
O 4.00541 -0.33644 -6.67032 0.489 0.900 -0.020
C 4.54452 0.87144 -7.26642 -0.328 0.228 0.640
N 4.47837 -1.70254 -3.23048 1.391 0.501 0.503
H 1.79844 -1.52516 -3.44931 0.064 0.526 -0.039
H 1.73311 -0.61755 -4.99926 0.433 -0.335 0.387
H 2.40952 0.18423 -3.61455 0.161 0.008 0.474
H 3.53011 -2.30477 -4.95545 -0.192 -1.199 -0.548
H 5.61705 -0.93793 -5.41465 -0.672 -0.164 -0.268
H 4.75803 0.48065 -4.98460 -0.281 0.459 0.872
H 4.22332 1.08253 -8.28478 -0.502 -0.778 -0.012
H 5.62289 0.81003 -7.31747 0.479 -0.042 0.151
H 4.27366 1.80176 -6.70384 0.117 -0.828 0.012
H 4.70556 -0.82133 -2.73345 -0.544 -0.393 -0.196
H 5.42444 -2.05653 -3.48051 -0.905 0.186 -0.125
C 3.56510 -3.89781 4.53064 0.030 1.808 1.768
C 4.03464 -2.42410 4.44530 -0.161 -0.386 -1.302
C 4.43323 -2.16683 2.95689 -1.256 0.622 0.508
O 5.66371 -2.70603 2.59899 -0.755 -1.408 0.186
C 6.66277 -1.76999 2.75442 1.845 -0.865 -0.264
N 2.86102 -1.61505 4.77523 0.029 -0.109 0.261
H 2.62586 -3.98208 4.00786 -0.385 -0.063 -0.007
H 3.44168 -3.96636 5.62878 -0.354 -0.951 -0.528
H 4.25259 -4.60992 4.16051 0.943 -0.693 -0.237
H 4.85663 -2.26512 5.17108 0.028 0.015 -0.621
H 4.42682 -1.09429 2.67804 -0.135 -0.177 0.339
H 3.61861 -2.62951 2.36802 0.441 0.020 0.016
H 6.59725 -1.12381 1.90182 0.185 1.159 -0.212
H 7.63169 -2.30876 2.67256 -0.491 0.324 0.115
H 6.64011 -1.27995 3.72092 -0.105 0.432 0.123
H 2.91931 -0.64140 4.51049 0.358 0.215 -0.255
H 2.75776 -1.59662 5.78205 -0.191 -0.142 0.090
C -4.05200 4.89213 -0.89122 2.303 -1.039 0.161
C -3.91607 3.38882 -1.16588 0.280 -0.066 -2.140
O -5.16862 2.94905 -1.65817 -0.575 -0.151 0.222
O -4.98487 5.12994 0.10579 0.214 0.407 0.916
H -4.26733 5.50866 -1.76460 -0.030 -0.403 -0.303
H -3.05528 5.19267 -0.53231 -0.256 0.265 0.048
H -3.53327 2.76500 -0.34232 -0.398 0.625 0.168
H -3.20748 3.20929 -2.02312 0.000 0.516 0.818
H -5.29495 2.00141 -1.47946 -0.081 -0.199 0.175
H -5.79809 5.15350 -0.36266 -1.501 -0.106 -0.092
C 0.65522 4.28360 2.82994 -0.800 0.056 -0.004
C -0.31489 4.88199 1.81611 0.214 1.985 -0.966
O 0.43377 5.55482 0.72859 -0.547 -1.304 0.653
O 1.26898 3.08868 2.27925 -0.477 0.722 0.531
H 0.07771 4.10782 3.76792 0.662 -0.408 -0.564
H 1.48365 4.99071 3.01727 -0.610 -0.012 0.083
H -0.95568 5.71018 2.20408 0.589 -0.736 0.291
H -1.00505 4.18304 1.32837 0.324 -0.300 0.469
H 0.60906 4.81099 0.13675 0.278 0.357 -0.251
H 2.08628 3.47228 1.94143 0.778 -0.193 -0.534
C 6.11102 -4.25765 -1.11742 -1.008 -0.467 0.077
C 4.66218 -4.22727 -0.73522 -0.836 -0.393 -0.339
O 3.82718 -3.90042 -1.83438 -0.342 -0.509 -0.223
O 6.41160 -5.39335 -1.90577 -0.541 -0.365 -1.372
H 6.65657 -4.36972 -0.19213 0.637 0.258 0.044
H 6.28133 -3.32670 -1.64080 0.785 0.401 -0.105
H 4.43020 -3.61899 0.13356 0.304 0.580 0.166
H 4.40156 -5.23720 -0.43290 -0.187 -0.299 0.006
H 4.09997 -3.08725 -2.34050 -0.034 0.024 0.659
H 5.76724 -5.51243 -2.66270 0.881 0.556 1.448
C 0.38769 -0.12061 3.11040 -1.325 0.917 -1.387
C 0.76927 0.77788 4.22388 -0.220 1.197 1.281
O 2.13026 1.13491 4.12314 0.781 0.173 -0.092
O -1.04815 -0.09972 2.92631 0.128 -1.471 0.445
H 0.67817 -1.13539 3.22345 0.670 -0.811 0.341
H 0.84538 0.29654 2.20540 -0.016 -0.198 -0.077
H 0.65265 0.25783 5.17914 0.090 0.063 0.028
H 0.11847 1.70072 4.30207 0.579 -0.989 -0.411
H 2.28197 1.67419 3.32098 -0.647 -0.189 0.536
H -1.33670 -1.02539 3.17345 0.061 1.298 -0.125
C -3.36440 -4.42759 3.15534 0.107 1.787 -0.537
C -2.14341 -3.60324 2.75221 0.217 -1.091 -2.509
O -1.67646 -2.75560 3.71067 0.222 1.694 1.335
O -3.03985 -5.17054 4.29906 0.175 -0.154 0.271
H -3.64349 -5.06057 2.30687 -0.235 0.067 0.083
H -4.10019 -3.63339 3.36993 -0.397 -0.754 -0.006
H -2.29792 -2.94054 1.83108 -0.268 -1.164 1.083
H -1.35091 -4.31450 2.49810 0.091 -0.071 -0.198
H -1.48115 -3.23239 4.51427 0.069 -0.254 0.425
H -3.85477 -5.42686 4.73813 0.043 -0.053 0.063
C -3.72578 4.06579 3.49069 1.787 1.528 0.381
C -3.15563 2.85058 2.82006 0.054 -0.688 -0.006
O -2.16342 2.33998 3.73154 -0.646 1.190 -0.160
O -4.73254 4.85043 2.89790 -0.540 -0.773 -0.349
H -2.83625 4.75080 3.63192 -0.551 -0.636 0.075
H -3.96438 3.72999 4.48722 -0.790 0.224 0.444
H -2.74242 3.17277 1.87967 0.563 -0.036 -0.659
H -3.89872 2.09054 2.58263 -0.208 -0.089 0.084
H -1.73057 1.54852 3.40648 -0.166 -0.629 -0.427
H -4.74629 4.82029 1.91559 0.238 -0.103 0.597
```
Forces are in eV/Å.

- HOMO-LUMO gap (Eh) = 0.3420
- maximum force (eV/A) = 2.7
- electronic energy (eV) = -108365.0213
- relative energy (zero: lowest compared OMol25 entry of this formula, charge and spin) (eV) = 0.446